1.
ORCA calculation (ωB97M-V with the def2-TZVPD basis set) on 4 unconnected molecules or ions with the total composition C8H24O8 at a distorted geometry.

Computed properties:
Strongest force on any atom, hartree/bohr: 0.06795
⟨S²⟩: 0.75
2S+1: 2
Net charge: -1
HOMO (alpha / beta), eV: 0.548 / -6.736
Orbital gap (alpha / beta), eV: 2.0 / 9.2
Lowest unoccupied orbital energy (alpha / beta), eV: 2.52 / 2.49

Element x y z (Å)
1 C 21.397 -7.458 -3.309
2 C 21.977 -6.386 -2.344
3 O 23.283 -6.866 -1.998
4 O 21.494 -8.747 -2.965
5 H 21.871 -7.276 -4.274
6 H 20.321 -7.294 -3.378
7 H 21.428 -6.397 -1.403
8 H 21.897 -5.383 -2.763
9 H 23.644 -7.151 -2.840
10 H 22.416 -8.999 -3.053
11 C 27.775 -5.236 4.803
12 C 28.913 -5.511 5.843
13 O 28.745 -6.886 6.114
14 O 26.871 -4.348 5.440
15 H 27.328 -6.169 4.459
16 H 28.167 -4.901 3.842
17 H 28.861 -5.092 6.848
18 H 29.890 -5.146 5.528
19 H 28.315 -6.967 6.968
20 H 26.335 -3.845 4.822
21 C 24.244 -7.355 1.426
22 C 25.053 -6.863 2.692
23 O 25.751 -5.714 2.293
24 O 23.147 -6.604 0.989
25 H 24.001 -8.418 1.444
26 H 24.848 -7.174 0.536
27 H 25.695 -7.673 3.038
28 H 24.370 -6.631 3.509
29 H 26.142 -5.993 1.461
30 H 23.380 -6.266 0.121
31 C 25.387 -2.548 0.418
32 C 24.729 -2.536 1.809
33 O 23.748 -3.612 1.868
34 O 24.443 -2.570 -0.713
35 H 25.985 -3.458 0.454
36 H 25.995 -1.660 0.247
37 H 24.259 -1.606 2.127
38 H 25.591 -2.841 2.404
39 H 24.167 -4.468 1.986
40 H 23.581 -2.972 -0.585

Cartesian forces (eV/Å) of the 3 atoms listed first:
-1.2 3.2 -0.5
-0.3 -2.2 0.6
-0.4 1.2 0.4

2.
ORCA calculation (ωB97M-V with the def2-TZVPD basis set) on 4 unconnected molecules or ions with the total composition C8H24O8 at a distorted geometry.

Computed properties:
Strongest force on any atom, hartree/bohr: 0.10137
HOMO, eV: -9.545
Orbital gap, eV: 9.9
Lowest unoccupied orbital energy, eV: 0.36
ΔE to the lowest compared entry with this formula, charge and spin, eV: 2.451

Element x y z (Å)
1 O 24.876 4.378 -2.561
2 C 24.039 4.189 -1.479
3 C 23.110 2.932 -1.689
4 O 23.574 1.791 -1.233
5 H 25.750 4.345 -2.165
6 H 24.565 4.034 -0.537
7 H 23.505 5.120 -1.289
8 H 22.906 2.866 -2.757
9 H 22.177 3.029 -1.133
10 H 22.864 1.146 -1.207
11 O 17.044 -1.080 -4.990
12 C 18.161 -0.296 -4.893
13 C 19.552 -0.963 -5.304
14 O 19.947 -1.756 -4.163
15 H 16.357 -0.629 -4.494
16 H 17.924 0.579 -5.498
17 H 18.150 -0.038 -3.835
18 H 20.352 -0.297 -5.627
19 H 19.315 -1.677 -6.092
20 H 19.537 -2.624 -4.195
21 O 21.384 0.052 -1.275
22 C 22.083 -1.082 -0.560
23 C 22.273 -2.127 -1.633
24 O 21.134 -3.091 -1.771
25 H 20.516 -0.318 -1.451
26 H 22.909 -0.888 0.125
27 H 21.337 -1.480 0.129
28 H 23.074 -2.753 -1.239
29 H 22.546 -1.723 -2.608
30 H 20.767 -2.673 -2.553
31 O 16.251 -5.140 0.492
32 C 17.298 -4.481 1.193
33 C 18.535 -4.311 0.428
34 O 19.199 -5.518 0.222
35 H 16.375 -6.088 0.577
36 H 16.866 -3.565 1.597
37 H 17.479 -5.057 2.101
38 H 19.121 -3.568 0.968
39 H 18.343 -3.771 -0.499
40 H 19.821 -5.361 -0.492

Cartesian forces (eV/Å) of the 3 atoms listed first:
1.4 0.0 -0.4
-1.8 -1.3 1.3
-1.8 3.9 -0.7

3.
ORCA calculation (ωB97M-V with the def2-TZVPD basis set) on a molecular structure, C8H25BF3NNiOP2 at a distorted geometry.

Computed properties:
Strongest force on any atom, hartree/bohr: 0.12114
⟨S²⟩: 3.76
2S+1: 4
Net charge: +1
HOMO (alpha / beta), eV: -8.815 / -13.416
Orbital gap (alpha / beta), eV: 5.3 / 7.3
Lowest unoccupied orbital energy (alpha / beta), eV: -3.49 / -6.14

Element x y z (Å)
1 Ni 0.305 -0.038 -0.132
2 H -2.677 0.817 0.654
3 H -0.559 1.074 -0.959
4 P 0.762 1.614 1.150
5 P -1.369 -1.353 -0.726
6 C -2.001 -2.542 0.521
7 H -2.681 -3.254 0.044
8 H -1.172 -3.088 0.973
9 H -2.544 -2.016 1.308
10 C -2.988 -1.092 -1.580
11 H -2.857 -0.677 -2.585
12 H -3.470 -2.073 -1.688
13 H -3.666 -0.455 -1.009
14 C -0.663 -2.462 -1.959
15 H 0.258 -2.889 -1.575
16 H -1.358 -3.256 -2.213
17 H -0.436 -1.883 -2.848
18 C -0.483 2.731 1.912
19 H 0.027 3.428 2.588
20 H -1.027 3.311 1.165
21 H -1.196 2.139 2.501
22 C 1.775 1.335 2.653
23 H 2.738 0.892 2.375
24 H 1.948 2.287 3.172
25 H 1.246 0.646 3.321
26 C 1.856 2.785 0.253
27 H 1.267 3.422 -0.418
28 H 2.401 3.411 0.965
29 H 2.572 2.198 -0.337
30 C 1.528 -0.079 -1.462
31 O 2.414 -0.390 -2.144
32 H -0.672 2.731 -1.606
33 H -1.334 1.536 -2.487
34 H -3.513 1.616 -1.441
35 H -2.585 2.938 -0.005
36 B -2.623 2.262 -0.995
37 N -1.342 1.980 -1.559
38 H -3.319 0.553 1.102
39 F 2.553 -1.174 1.216
40 C 1.198 -1.406 1.038
41 F 1.145 -2.714 0.584
42 F 0.653 -1.460 2.328

Cartesian forces (eV/Å) of the 3 atoms listed first:
-0.9 -1.2 1.6
-1.8 -0.8 1.4
-1.3 1.9 -1.4